130
Properties=species:S:1:pos:R:3:forces:R:3 method="wB97M-V/def2-TZVPD" homo_lumo_gap_ev=4.88 charge=+1 e_above_lowest_kcal_mol=407.4
S -5.03808 2.50797 -0.91130 2.54 0.94 -2.71
S -2.23416 3.46718 -1.74340 -0.08 -0.59 -0.37
O 3.50828 0.56631 -2.00283 -8.18 -3.38 2.05
O -8.09439 -2.94719 3.83347 0.54 0.83 -1.55
O 4.22184 5.10805 6.48884 -1.70 -0.41 -0.76
O 8.97819 -1.27185 -0.12386 0.00 1.01 1.49
O 7.53482 3.37604 -7.77992 -1.33 -1.34 -0.29
O 2.25641 5.78288 5.78517 1.26 -1.44 0.30
O -7.17215 -2.87696 1.84399 -0.77 0.68 1.35
O 6.60576 1.83728 -9.03790 0.08 0.96 1.58
O 9.93328 -0.61985 1.74058 -1.43 0.09 -1.29
O -0.36044 -0.68250 3.22067 3.26 -2.39 -3.86
O 1.34055 0.07263 -2.91098 2.59 2.00 4.20
N 6.67916 2.50502 -7.99638 1.11 0.31 -1.12
N 3.10075 4.90112 6.00266 0.38 1.66 0.43
N -7.78756 -2.35796 2.78719 0.27 -1.25 0.21
N 0.92228 -1.15765 -3.25491 -0.63 -3.88 -1.02
N -4.46287 2.60032 -3.60365 2.67 0.82 0.55
N 9.02697 -0.56921 0.89673 1.25 -0.97 -0.17
N 1.70530 -2.05479 2.58252 0.51 1.80 -3.19
C -9.25617 1.01428 3.56110 0.21 -0.19 -0.30
C 3.33528 1.17690 5.55219 -0.26 0.25 -0.11
C -1.85026 -3.74994 4.84466 -0.64 -0.56 0.52
C 5.68218 2.25103 -6.94947 -0.73 -0.16 0.75
C 7.95875 1.21302 2.25274 -0.02 -0.06 -0.06
C 2.86292 -2.49563 1.71042 -2.22 3.48 -2.82
C -3.58592 1.67163 -4.41587 -0.43 -1.27 -0.99
C -2.19961 -2.21779 4.29917 -0.79 -1.18 -0.28
C 6.86939 0.44835 0.21384 0.03 -0.01 0.11
C 5.82067 1.33998 0.44744 0.23 -0.02 0.27
C 3.02971 -1.78140 0.23677 -2.45 0.98 2.38
C 1.99903 -0.57350 -0.28593 -0.57 -2.70 3.98
C -1.34271 -1.78266 2.96693 -2.35 -1.40 -0.26
C 4.70936 1.26119 -7.14258 0.05 0.04 0.01
C -3.79416 -2.29875 3.80164 0.18 0.17 0.50
C 6.90566 2.10274 2.47424 -0.05 -0.24 -0.30
C -8.18398 -0.95107 2.65314 -0.28 0.95 -0.11
C -2.52389 -4.01338 6.35102 0.65 -0.93 -0.32
C 5.83896 2.16141 1.57573 0.12 -0.10 0.03
C -3.93552 2.83410 -2.20508 -2.49 -1.70 0.63
C -2.46312 -4.93760 3.87816 0.02 -0.63 0.17
C -8.29147 1.07415 1.34013 -0.05 -0.21 0.33
C 3.66577 2.48717 5.90381 -0.06 0.06 -0.04
C -3.92360 0.13817 -3.91508 -0.84 0.36 -0.08
C 3.76441 1.79947 -4.98187 0.00 0.04 -0.10
C -8.86269 -0.31791 3.70287 0.02 -0.01 -0.04
C -8.97443 1.70495 2.38118 0.03 -0.12 0.03
C -0.24088 1.06168 0.38527 -0.82 -0.59 1.88
C 2.09220 -3.45266 -3.92491 0.21 -0.23 -1.13
C -4.79134 3.88381 -4.33346 -1.49 0.86 -1.08
C 1.18920 1.93023 4.71929 0.33 0.05 0.11
C -1.12118 0.82462 -0.97704 -0.29 0.61 -0.02
C 0.73599 -4.29759 -3.55731 0.51 0.43 1.65
C -6.46040 3.97274 -4.38154 0.02 -0.59 0.66
C 0.69725 -0.95228 2.20103 1.50 0.07 -0.92
C 0.91741 -5.93933 -3.61376 -1.30 0.64 0.31
C 1.50726 3.24394 5.06912 0.13 0.01 0.02
C 7.93407 0.38406 1.12328 -0.78 0.65 0.17
C -7.89047 -0.25678 1.47137 -0.02 0.00 0.07
C 1.86055 -1.85567 -4.21416 0.90 -0.64 -1.59
C 4.73922 2.77958 -4.78880 0.00 -0.24 -0.36
C -0.91021 2.15384 -1.92354 1.30 -1.85 -1.51
C 2.75022 3.51859 5.65598 -0.27 -1.03 -0.29
C 0.80903 -0.14157 0.75544 1.90 -2.03 0.16
C 5.70492 3.00914 -5.77069 -0.03 -0.06 -0.06
C 2.27466 0.05295 -1.77509 6.61 2.70 -1.88
C 3.75049 1.03878 -6.15224 0.34 0.34 0.08
C 2.10240 0.90203 4.95802 0.10 0.22 0.04
H 4.68303 0.66214 -8.05043 0.19 0.29 0.15
H -1.84466 -5.93448 4.03731 -1.21 2.12 -0.28
H -3.84848 -0.64017 -4.80128 0.27 1.59 1.97
H 4.63192 2.68545 6.36314 -0.31 0.17 -0.10
H -0.76777 1.76375 -3.04246 -0.51 1.07 2.41
H 1.85218 -0.11992 4.67835 0.02 0.22 0.13
H 4.04046 0.36971 5.73771 -0.10 0.22 0.01
H 3.91264 -2.09398 -0.46824 -1.90 0.61 1.65
H -3.29919 -0.15689 -2.96798 -1.10 0.37 -1.94
H 2.98932 0.27475 -6.29404 0.16 0.16 -0.05
H -9.09260 -0.84336 4.62742 0.14 -0.05 -0.33
H -2.07845 -3.31510 7.17845 -1.00 -1.17 -1.67
H -3.69634 -3.98440 6.31552 2.35 0.21 0.08
H -0.17942 -3.89869 -4.17415 1.86 -1.00 0.98
H 6.84026 -0.18510 -0.67005 0.23 0.09 0.25
H 0.78476 4.03402 4.87644 0.33 -0.04 0.15
H -0.84367 -2.75679 2.54785 -0.62 1.92 0.81
H -2.28969 0.75697 -0.75579 2.62 0.12 -0.11
H 3.60751 -3.31768 2.08484 -1.79 1.80 -0.64
H 1.60381 -2.51738 3.53461 -0.01 0.91 -1.62
H -6.86545 3.92024 -5.48104 0.84 0.46 2.16
H 0.66089 -1.74595 -2.43390 0.42 0.64 -0.77
H -3.58181 -5.20729 4.17769 2.41 0.76 -0.72
H -4.30011 4.82865 -3.84459 -0.99 -1.81 -0.87
H 0.32150 2.10527 0.42871 -1.02 -2.35 -0.32
H 6.91411 2.74827 3.34972 0.06 -0.14 -0.18
H -9.78622 1.51372 4.36909 0.12 -0.16 -0.15
H 2.93220 -1.33344 -4.27330 -2.36 -0.95 0.43
H -6.87978 2.99926 -3.83605 1.00 2.20 -1.13
H -3.87071 -2.74566 2.70367 0.18 1.19 2.33
H 0.48642 -4.04695 -2.41717 0.38 -0.43 -2.29
H -2.23997 -5.13172 6.65696 -0.59 2.44 -0.66
H 4.98655 1.39256 -0.24902 0.24 -0.05 0.08
H -2.10109 -1.41785 2.12519 1.71 -0.54 1.81
H -2.44675 1.94286 -4.42232 -2.02 -0.50 0.19
H -7.35913 -0.73414 0.65090 -0.15 -0.07 0.31
H -8.07424 1.61952 0.42420 -0.02 -0.17 0.16
H 3.01010 1.62797 -4.21584 0.22 0.05 -0.23
H 1.40287 -1.74611 -5.30851 0.87 -0.19 2.39
H -2.43147 -4.69452 2.73245 -0.05 -0.36 2.16
H 6.45784 3.77664 -5.60513 -0.11 -0.24 -0.26
H 2.50396 -3.91670 -4.94480 -0.77 1.14 2.17
H -3.94230 1.72974 -5.55262 0.68 0.07 2.59
H 0.22973 1.70787 4.25720 0.16 0.09 0.13
H 1.94394 -6.32375 -3.20034 -1.89 0.93 -1.08
H 4.74441 3.36733 -3.87333 0.05 -0.10 -0.21
H -4.46029 3.85437 -5.47894 -0.31 -0.15 2.71
H -4.41845 -3.03206 4.48938 1.37 1.73 -1.38
H -4.24096 -1.21418 3.88906 0.69 -2.23 -0.48
H -5.07368 0.14494 -3.60232 2.55 0.04 -0.60
H -2.03884 -1.47852 5.19271 -0.36 -1.21 -1.88
H -1.02686 1.10325 1.28296 1.93 -0.12 -1.76
H -0.83791 -0.19258 -1.49262 -0.38 2.20 0.79
H 0.67714 -6.27110 -4.71134 0.78 0.32 2.22
H 5.01622 2.85105 1.75659 0.18 -0.10 -0.04
H -0.70198 -3.95555 4.95466 -1.96 0.67 -0.25
H -6.85189 4.90438 -3.78613 0.66 -1.74 -1.43
H -9.29004 2.74113 2.27199 0.07 -0.22 0.02
H 0.07819 -6.37332 -2.88417 1.82 0.77 -1.79
H 2.97278 -3.57040 -3.15234 -1.96 0.02 -1.24
H 0.12539 2.68708 -1.66292 -2.46 -0.92 -0.47
H 8.78122 1.17701 2.96408 -0.11 -0.15 -0.32